42
Properties=species:S:1:pos:R:3:nbo_charge:R:1 method="wB97M-V/def2-TZVPD" total_charge=-1 homo_lumo_gap_ev=2.561
Tl 1.6488 -3.5365 -2.4475 0.9479
S 3.1079 -1.2528 -5.0135 2.5598
O 1.9081 -0.5643 -4.6115 -0.6890
O 3.3849 -2.3819 -4.2119 -1.0368
O 2.9009 -1.6600 -6.3750 -0.7909
O 4.2160 -0.2981 -4.9268 -0.7056
Cl 6.3326 0.3696 0.5765 -0.7200
O 2.8598 1.0261 -0.5821 -0.7361
C 2.1820 0.1902 -1.3753 0.9401
O 2.5720 -1.0008 -1.3645 -0.7792
O 1.2470 0.6020 -2.0379 -0.5667
H 3.6204 0.5652 -0.2207 0.5240
C 1.4330 -1.8289 2.8203 -0.2602
O 0.0795 -1.8125 2.4128 -0.5389
C -0.2222 -0.7348 1.6141 -0.0680
C -1.7069 -0.7419 1.1565 -0.2394
N -2.4722 0.4444 1.5127 -0.6182
C -3.8444 0.0544 1.6960 -0.2467
C -4.5360 1.3447 2.1409 -0.0615
O -5.8896 1.2738 1.9410 -0.5312
C -6.2260 1.2473 0.5976 -0.2900
H 1.8351 -2.8254 2.6377 0.1771
H 1.6140 -1.6369 3.8779 0.1732
H 2.0867 -1.1441 2.2800 0.1915
H 0.4322 -0.6578 0.7457 0.1706
H 0.1198 0.2095 2.0377 0.1607
H -2.3126 -1.5786 1.5047 0.1770
H -1.5462 -0.8416 0.0831 0.1914
H -2.0334 0.8540 2.3250 0.3574
H -4.0169 -0.6321 2.5248 0.1633
H -4.2494 -0.3888 0.7862 0.1959
H -4.1680 2.3079 1.7877 0.1700
H -4.4288 1.3982 3.2243 0.1759
H -7.2242 0.8560 0.4012 0.1935
H -5.4824 1.0994 -0.1855 0.1920
H -6.2403 2.3183 0.3952 0.1657
O 2.0758 3.6714 -0.7792 -0.9606
H 2.2501 2.8014 -0.4200 0.4900
H 2.9425 4.0308 -0.9687 0.4599
O 5.4469 -0.4639 -2.1805 -0.8858
H 4.5433 -0.1581 -2.1010 0.4639
H 5.7599 -0.5246 -1.2779 0.4839